23
Properties=species:S:1:pos:R:3:forces:R:3 method="wB97M-V/def2-TZVPD" s_squared=0.7583 total_charge=-1 multiplicity=2 energy_ha=-351.2635 lumo_ha="0.13881 / 0.13732" gap_ha="0.0894 / 0.2681" de_lowest_kj_mol=41.5 homo_energy_ev="1.3 / -3.6"
C -3.12414 -0.64287 -0.95900 -0.4 -0.6 0.8
C -1.60557 0.62700 0.61000 -0.9 2.2 -0.1
C -2.04661 -0.57908 0.07806 0.9 -2.5 -0.4
C -0.56284 0.66285 1.52621 1.5 -0.5 1.3
C 0.02853 -0.49453 1.98645 0.2 1.0 -0.1
C -1.41042 -1.74551 0.53265 -2.0 0.9 -1.7
C -0.41734 -1.72411 1.47873 0.7 -1.2 1.0
H -2.12758 1.54875 0.35592 0.1 0.0 -0.1
H -0.13898 1.59516 1.88434 -0.2 0.3 0.0
H -3.15303 0.24073 -1.59060 0.2 0.0 -0.4
H -4.10622 -0.69965 -0.46632 -0.2 0.3 0.1
H 0.85466 -0.53668 2.69235 0.0 0.5 0.0
H -1.78291 -2.66668 0.09504 0.2 -0.3 0.1
H 0.00524 -2.62117 1.90638 0.0 -0.4 -0.2
H -3.06996 -1.58242 -1.51842 0.2 0.3 -0.3
C 3.09437 0.93206 -1.79811 0.1 -0.2 0.8
C 2.61240 1.21905 -0.36183 -0.6 0.7 -0.7
H 2.52630 0.08860 -2.19318 0.0 0.1 -0.2
H 2.95843 1.80471 -2.43765 0.1 -0.1 -0.1
H 4.14459 0.62214 -1.76728 0.0 0.3 -0.3
H 1.52674 1.16570 -0.33733 -0.1 -0.5 0.2
H 2.76300 2.26868 -0.06924 0.6 -0.3 0.1
H 3.03134 0.51727 0.35284 -0.1 0.1 0.2